Here is a cluster of 2 separate species, C9H14O in total from OMol25. Energies are from ωB97M-V/def2-TZVPD.

ΔE to the lowest compared entry with this formula, charge and spin   25.6 kcal/mol
Frontier orbital gap (spin up / spin down)   10.27 / 6.83 eV
Total energy   -11598.45650 eV

Structure (ORCA input):
```
! wB97M-V def2-TZVPD RIJCOSX def2/J DEFGRID3
* xyz 1 2
C 1.79 1.92 -2.35
C 0.28 1.85 -2.27
H 2.09 1.75 -3.38
H 2.08 2.95 -2.09
H 2.46 1.37 -1.68
H -0.22 1.04 -2.82
H -0.10 2.81 -2.61
H -0.20 1.62 -1.31
C 2.49 -0.13 0.89
C 0.17 0.45 1.48
C 1.02 -0.49 0.82
C -1.18 0.40 1.26
C -1.69 -0.71 0.55
C 0.44 -1.64 0.25
C -0.89 -1.77 0.04
O -3.03 -0.82 0.43
H 0.59 1.10 2.24
H -1.93 1.07 1.64
H 2.96 -0.54 -0.02
H 2.94 -0.76 1.66
H 1.19 -2.38 -0.01
H -3.30 -0.02 0.00
H -1.39 -2.55 -0.51
H 2.53 0.93 1.08
*
```